Arrangement a

Below is 2 unconnected molecules or ions with the total composition C3H12NOS, with properties calculated with ωB97M-V with the def2-TZVPD basis set.

The calculation puts the gap between HOMO and LUMO at 0.3850 Ha. As for the spin multiplicity: 1. As for the molar mass: 110.20 g mol⁻¹. As for the charge: +1. Its HOMO energy is -13.7 eV. The value obtained for the lowest unoccupied orbital energy is -3.2 eV.

Geometry (Å):
C1 -1.31 -2.31 0.21
C2 -0.64 -0.96 0.03
C3 0.08 -0.81 -1.30
S1 1.12 0.67 -1.39
N1 0.42 -0.80 1.15
H1 -2.00 -2.45 -0.61
H2 -0.60 -3.14 0.13
H3 -1.88 -2.35 1.13
H4 -1.31 -0.12 0.18
H5 -0.67 -0.87 -2.09
H6 0.78 -1.62 -1.48
H7 0.36 1.52 -0.70
H8 0.14 -0.20 1.91
H9 1.30 -0.48 0.72
H10 0.60 -1.71 1.58
H11 -0.97 3.56 2.39
H12 0.21 3.13 1.53
O1 -0.55 2.78 2.01

=====

Arrangement b

Below is 2 unconnected molecules or ions with the total composition C3H12NOS, with properties calculated with ωB97M-V with the def2-TZVPD basis set.

The calculation puts the gap between HOMO and LUMO at 0.3396 Ha. As for the spin multiplicity: 1. As for the molar mass: 110.20 g mol⁻¹. As for the charge: +1. Its HOMO energy is -12.8 eV. The value obtained for the lowest unoccupied orbital energy is -3.6 eV.

Geometry (Å):
C1 0.49 -1.51 1.30
C2 0.71 -0.11 0.71
C3 -0.45 0.26 -0.23
S1 -0.63 2.00 -0.81
N1 0.85 0.77 1.94
H1 0.18 -2.28 0.53
H2 -0.27 -1.60 2.16
H3 1.50 -1.85 1.67
H4 1.57 -0.13 0.06
H5 -0.67 -0.43 -1.15
H6 -1.50 0.13 0.22
H7 -1.97 2.07 -1.00
H8 0.13 1.53 2.09
H9 1.07 0.25 2.76
H10 1.78 1.30 1.71
H11 -1.03 -2.81 -2.48
H12 -0.01 -3.65 -1.74
O1 -0.14 -2.73 -2.01

=====

Result of the stability comparison: arrangement a is the most stable of them.

=====

Arrangement a

Below is 6 unconnected molecules or ions with the total composition H11O5S, with properties calculated with ωB97M-V with the def2-TZVPD basis set.

The calculation puts the gap between HOMO and LUMO at 0.2707 Ha. As for the spin multiplicity: 1. As for the molar mass: 123.15 g mol⁻¹. As for the charge: -1. Its HOMO energy is -4.3 eV. The value obtained for the lowest unoccupied orbital energy is 3.0 eV.

Geometry (Å):
S1 0.27 -1.13 -0.84
H1 -0.74 -2.17 -0.82
H2 -0.25 1.00 1.94
H3 0.52 -0.11 1.39
O1 0.74 0.68 2.02
H4 -0.45 1.98 -0.45
H5 -0.50 0.93 -1.57
O2 -0.85 1.79 -1.38
H6 -5.59 3.17 -0.67
H7 -4.60 2.66 -1.70
O3 -5.40 3.19 -1.62
H8 1.11 -2.86 1.74
H9 1.73 -2.81 0.27
O4 1.87 -3.19 1.18
H10 2.77 0.25 1.43
H11 2.99 -1.19 1.01
O5 3.47 -0.34 1.16

=====

Arrangement b

Below is 7 unconnected molecules or ions with the total composition H11O5S, with properties calculated with ωB97M-V with the def2-TZVPD basis set.

The calculation puts the gap between HOMO and LUMO at 0.2745 Ha. As for the spin multiplicity: 1. As for the molar mass: 123.15 g mol⁻¹. As for the charge: -1. Its HOMO energy is -4.7 eV. The value obtained for the lowest unoccupied orbital energy is 2.8 eV.

Geometry (Å):
S1 0.19 -1.24 -0.90
H1 1.43 0.42 -1.23
H2 -0.85 2.68 -2.17
H3 0.36 1.78 -1.71
O1 0.06 2.56 -2.23
H4 0.48 1.31 3.06
H5 -0.65 0.39 3.31
O2 -0.06 0.97 3.79
H6 1.97 0.42 1.65
H7 1.13 0.58 0.42
O3 1.31 1.07 1.21
H8 -1.30 -1.44 1.84
H9 -0.53 -2.67 1.27
O4 -0.74 -2.17 2.11
H10 -0.68 -1.71 -2.73
H11 -1.05 -1.04 -4.06
O5 -1.06 -1.91 -3.63

=====

Result of the stability comparison: arrangement a is the most stable of them.

=====

Arrangement a

Below is a single C2H3NO2S molecule, with properties calculated with ωB97M-V with the def2-TZVPD basis set.

The calculation puts the gap between HOMO and LUMO at 0.4439 Ha. As for the SMILES: N#CC[SH](=O)=O. As for the spin multiplicity: 1. As for the molar mass: 105.12 g mol⁻¹. As for the charge: 0. Its HOMO energy is -12.0 eV. The value obtained for the lowest unoccupied orbital energy is 0.1 eV.

Geometry (Å):
N1 -2.60 0.67 0.04
C1 -1.47 0.69 -0.01
C2 0.27 0.83 0.04
S1 0.54 -0.93 -0.04
O1 0.24 -1.49 1.22
O2 0.08 -1.48 -1.27
H1 0.60 1.34 0.87
H2 0.45 1.41 -0.81
H3 1.89 -1.03 -0.05

=====

Arrangement b

Below is a single C2H3NO2S molecule, with properties calculated with ωB97M-V with the def2-TZVPD basis set.

The calculation puts the gap between HOMO and LUMO at 0.3560 Ha. As for the spin multiplicity: 1. As for the molar mass: 105.12 g mol⁻¹. As for the charge: 0. Its HOMO energy is -9.8 eV. The value obtained for the lowest unoccupied orbital energy is -0.1 eV.

Geometry (Å):
C1 1.26 0.24 0.35
C2 -0.21 0.20 -0.44
N1 -1.36 -0.33 -0.74
O1 3.85 -0.60 0.38
O2 1.95 1.35 -0.05
S1 2.90 -0.08 -0.55
H1 1.21 -0.08 1.34
H2 -0.13 1.12 -1.07
H3 -1.80 -1.25 -0.23

=====

Arrangement c

Below is 2 unconnected molecules or ions with the total composition C2H3NO2S, with properties calculated with ωB97M-V with the def2-TZVPD basis set.

The calculation puts the gap between HOMO and LUMO at 0.3145 Ha. As for the SMILES: [O-][NH+]=S.C=C=O. As for the spin multiplicity: 1. As for the molar mass: 105.12 g mol⁻¹. As for the charge: 0. Its HOMO energy is -9.4 eV. The value obtained for the lowest unoccupied orbital energy is -0.9 eV.

Geometry (Å):
O1 1.41 -0.90 -0.80
N1 2.20 -0.24 -0.18
S1 3.75 -0.48 -0.02
H1 1.72 0.55 0.48
C1 -2.14 -0.06 0.50
C2 -1.33 0.46 -0.39
O2 -0.63 0.94 -1.19
H2 -3.06 -0.24 0.10
H3 -1.92 -0.03 1.50

=====

Arrangement d

Below is a molecular structure, C2H3NO2S, with properties calculated with ωB97M-V with the def2-TZVPD basis set.

The calculation puts the gap between HOMO and LUMO at 0.3701 Ha. As for the spin multiplicity: 1. As for the molar mass: 105.12 g mol⁻¹. As for the charge: 0. Its HOMO energy is -9.6 eV. The value obtained for the lowest unoccupied orbital energy is 0.5 eV.

Geometry (Å):
C1 1.36 0.50 -0.07
C2 -0.59 -0.51 0.37
N1 0.08 0.74 0.00
O1 2.45 0.97 -0.22
O2 -1.67 -0.84 -0.45
S1 1.08 -1.35 0.07
H1 -0.87 -0.52 1.51
H2 -0.47 1.60 0.17
H3 -1.37 -0.59 -1.38

=====

Result of the stability comparison: arrangement d is the most stable of them.

=====

Arrangement a

Below is 2 unconnected molecules or ions with the total composition C2H3NO2S, with properties calculated with ωB97M-V with the def2-TZVPD basis set.

The calculation puts the gap between HOMO and LUMO (spin up / spin down) at 0.2776 / 0.2682 Ha. As for the spin multiplicity: 1. As for the molar mass: 105.12 g mol⁻¹. As for the charge: 0. Its HOMO energy (spin up / spin down) is -8.9 / -8.8 eV. The value obtained for the lowest unoccupied orbital energy (spin up / spin down) is -1.4 / -1.5 eV.

Geometry (Å):
C1 0.42 0.73 -0.38
C2 1.47 0.07 0.36
N1 -1.31 -1.12 -0.95
O1 0.05 1.77 -0.74
O2 -3.56 -0.89 0.14
S1 -2.35 -0.20 -0.40
H1 2.40 -0.05 -0.07
H2 1.25 -0.92 0.75
H3 1.63 0.61 1.28

=====

Arrangement b

Below is a single C2H3NO2S molecule, with properties calculated with ωB97M-V with the def2-TZVPD basis set.

The calculation puts the gap between HOMO and LUMO at 0.3506 Ha. As for the SMILES: O=C(O)/C=N\S. As for the spin multiplicity: 1. As for the molar mass: 105.12 g mol⁻¹. As for the charge: 0. Its HOMO energy is -10.0 eV. The value obtained for the lowest unoccupied orbital energy is -0.4 eV.

Geometry (Å):
O1 -0.02 2.12 -1.25
C1 0.06 1.16 -0.50
O2 0.69 1.37 0.67
C2 -0.33 -0.24 -1.00
N1 -0.46 -1.35 -0.32
S1 -0.35 -1.13 1.44
H1 0.93 0.61 1.34
H2 -0.61 -0.05 -2.14
H3 0.09 -2.49 1.78

=====

Arrangement c

Below is a single C2H3NO2S molecule, with properties calculated with ωB97M-V with the def2-TZVPD basis set.

The calculation puts the gap between HOMO and LUMO at 0.3773 Ha. As for the SMILES: O=CS/C=N\O. As for the spin multiplicity: 1. As for the molar mass: 105.12 g mol⁻¹. As for the charge: 0. Its HOMO energy is -9.6 eV. The value obtained for the lowest unoccupied orbital energy is 0.6 eV.

Geometry (Å):
O1 -2.82 0.40 -0.12
C1 -1.66 0.26 0.12
S1 -0.80 -1.22 -0.49
C2 0.85 -1.09 0.13
N1 1.59 -0.06 0.06
O2 0.98 0.98 -0.60
H1 -1.06 0.96 0.75
H2 1.32 -1.93 0.60
H3 1.60 1.71 -0.44

=====

Arrangement d

Below is a single C2H3NO2S molecule, with properties calculated with ωB97M-V with the def2-TZVPD basis set.

The calculation puts the gap between HOMO and LUMO at 0.3363 Ha. As for the SMILES: O=CONC=S. As for the spin multiplicity: 1. As for the molar mass: 105.12 g mol⁻¹. As for the charge: 0. Its HOMO energy is -8.8 eV. The value obtained for the lowest unoccupied orbital energy is 0.4 eV.

Geometry (Å):
O1 -1.60 0.48 1.62
C1 -1.34 1.04 0.58
O2 -0.27 0.77 -0.25
N1 0.58 -0.21 0.20
C2 1.22 -0.93 -0.73
S1 1.34 -0.63 -2.33
H1 -1.95 1.82 0.11
H2 0.27 -0.58 1.07
H3 1.75 -1.75 -0.27

=====

Result of the stability comparison: arrangement b is the most stable of them.

=====

Arrangement a

Below is 2 unconnected molecules or ions with the total composition C3H4S, with properties calculated with ωB97M-V with the def2-TZVPD basis set.

The calculation puts the gap between HOMO and LUMO at 0.3352 Ha. As for the spin multiplicity: 1. As for the molar mass: 72.13 g mol⁻¹. As for the charge: 0. Its HOMO energy is -9.5 eV. The value obtained for the lowest unoccupied orbital energy is -0.4 eV.

Geometry (Å):
C1 2.04 0.79 0.05
C2 1.08 0.09 -0.02
C3 -0.94 -0.80 -0.39
S1 -2.08 0.44 0.08
H1 3.05 1.15 0.06
H2 -0.80 -1.55 0.46
H3 -0.95 -0.97 -1.39
H4 -1.40 0.85 1.15

=====

Arrangement b

Below is 2 unconnected molecules or ions with the total composition C3H4S, with properties calculated with ωB97M-V with the def2-TZVPD basis set.

The calculation puts the gap between HOMO and LUMO at 0.3808 Ha. As for the spin multiplicity: 1. As for the molar mass: 72.13 g mol⁻¹. As for the charge: 0. Its HOMO energy is -10.4 eV. The value obtained for the lowest unoccupied orbital energy is -0.1 eV.

Geometry (Å):
C1 -4.17 1.12 -0.41
C2 -0.67 -0.17 -0.70
C3 -0.70 0.15 0.58
S1 -3.90 -0.23 0.20
H1 -1.58 -0.07 -1.27
H2 0.30 -0.60 -1.09
H3 0.21 -0.12 1.27
H4 -1.55 0.35 1.12

=====

Result of the stability comparison: arrangement b is the most stable of them.